Record 1
A molecular structure, C14H17IIrN2O2 at a distorted geometry, computed with ωB97M-V/def2-TZVPD.

XYZ file:
```
37
C14H17IIrN2O2 | the OMol25 dataset | ωB97M-V/def2-TZVPD
C 2.39280 3.25669 1.41148
C 3.16336 2.08124 0.77500
H 1.91275 3.90532 0.65795
H 3.10562 3.91213 1.93561
H 1.60608 2.97624 2.14019
H 2.54467 1.38336 0.14903
H 3.96222 2.46388 0.11436
H 3.65954 1.48562 1.55713
C -2.20106 1.56220 -0.42572
C -3.51506 1.40659 -0.80196
C -3.82545 0.31575 -1.62687
C -2.83240 -0.57067 -2.02879
H -1.88118 2.32190 0.27191
H -4.28663 2.02850 -0.36117
H -4.81535 0.21799 -2.02498
H -3.03356 -1.49840 -2.54147
N -1.23771 0.76535 -0.91747
C -1.51498 -0.34623 -1.61513
C -0.41664 -1.30650 -1.60671
N 0.66396 -0.91787 -0.84908
C 1.61135 -1.84430 -0.51222
C 0.59233 -3.50391 -1.88402
C 1.65708 -3.07334 -1.10778
H 2.31220 -1.52303 0.26866
H 2.52411 -3.71930 -0.93600
C -0.50496 -2.65253 -2.03336
H -1.44564 -3.00066 -2.50907
H 0.61410 -4.47458 -2.38594
Ir 0.69222 0.99591 -0.22817
I 1.26487 2.65760 -2.05787
C -0.79276 -1.06644 3.15909
C 0.24276 -0.38859 2.27106
O 1.47045 -0.27895 2.43166
O -0.44760 0.14488 1.25228
H -0.39493 -1.43305 4.09994
H -1.21226 -1.90603 2.60848
H -1.63431 -0.37679 3.34996
```

Properties
2S+1: 6
LUMO energy (spin up / spin down), eV: -8.49 / -12.22
Total charge: +2
HOMO energy (spin up / spin down), eV: -14.13 / -15.86
Expectation value of S²: 8.8096



Record 2
A molecular structure, C12H11N4O3S2W, computed with ωB97M-V/def2-TZVPD.

XYZ file:
```
33
C12H11N4O3S2W | the OMol25 dataset | ωB97M-V/def2-TZVPD
W -0.34427 -0.15316 -1.34476
O -1.91092 -1.08031 -0.34752
C -2.55898 -0.12564 -0.91468
O -2.18525 0.03111 -2.14630
C -3.02677 1.11388 -0.26852
C -4.18352 1.30351 0.44387
C -4.44515 2.57400 0.97900
C -3.54353 3.61507 0.81611
C -2.34995 3.42572 0.12960
C -2.07889 2.17614 -0.43800
S -0.51442 2.07078 -1.27534
H -4.89334 0.49561 0.56455
H -5.36425 2.73914 1.52623
H -3.76503 4.58959 1.23106
H -1.64625 4.24299 0.03218
C 4.03754 -2.38335 1.79558
N 2.87011 -1.70212 1.20634
C 1.90367 -0.91998 1.98593
C 0.98356 -0.51505 0.88813
O -0.07120 0.15277 0.84312
N 1.37753 -0.99640 -0.30114
C 2.53040 -1.74559 -0.06918
N 3.17284 -2.40615 -1.00361
H 4.19348 -1.97983 2.79192
H 4.92270 -2.16536 1.19935
H 3.85406 -3.45490 1.86167
H 2.36658 -0.06147 2.47804
H 1.38331 -1.53321 2.72734
H 2.86385 -2.39451 -1.96069
H 3.98804 -2.96245 -0.78644
S 1.17263 -0.86149 -5.57103
C 0.80201 -0.64335 -4.13543
N 0.45940 -0.44597 -2.93737
```

Properties
LUMO energy (spin up / spin down), eV: -12.78 / -12.98
Total charge: +3
HOMO energy (spin up / spin down), eV: -19.08 / -18.93



Record 3
C20H24F2N2O3 in the gas phase at a distorted geometry, computed with ωB97M-V/def2-TZVPD.

XYZ file:
```
51
C20H24F2N2O3 | the OMol25 dataset | ωB97M-V/def2-TZVPD
C 2.44975 -2.14536 -3.06250
N 1.26222 -1.78690 -2.31975
C 1.41093 -1.27683 -1.08270
O 2.49762 -1.14204 -0.54250
C 0.19632 -0.85037 -0.32980
N -0.99180 -1.39877 -0.36884
O -1.76296 -0.77168 0.54943
C -1.03755 0.18151 1.15950
C 0.22655 0.18105 0.64859
H 1.06177 0.79341 0.91075
C -1.70023 1.00945 2.21366
O -0.78442 1.72829 3.00039
C 0.05078 1.04899 3.83595
C 0.92895 1.84604 4.57053
C 1.81212 1.26504 5.45510
C 1.83562 -0.11558 5.62105
C 0.96794 -0.90569 4.89348
C 0.07611 -0.33136 4.00337
H -0.58347 -0.97764 3.44847
H 0.99761 -1.97497 5.02718
F 2.69384 -0.68455 6.48522
F 2.64695 2.04718 6.15624
H 0.91321 2.91579 4.44422
H -2.32408 1.77600 1.73954
H -2.35148 0.37130 2.82742
C 0.00487 -1.87161 -3.03241
C -0.36267 -0.54517 -3.70549
C -1.69539 -0.65125 -4.44156
C -2.11380 0.66788 -5.09137
C -1.15047 1.11921 -6.20288
H -0.37540 1.78829 -5.83198
C -2.04478 1.78546 -7.24396
H -1.56823 1.85974 -8.22054
H -2.32028 2.78890 -6.91552
C -3.27369 0.88323 -7.25105
H -3.05028 -0.03337 -7.79926
H -4.14069 1.35370 -7.71233
C -3.50031 0.57089 -5.76921
H -4.18178 1.30216 -5.33424
H -3.94198 -0.41541 -5.63210
H -0.66786 0.24734 -6.64864
H -2.14591 1.43407 -4.31113
H -1.62607 -1.42485 -5.21002
H -2.46405 -0.95733 -3.72812
H -0.43032 0.23225 -2.94104
H 0.42512 -0.25697 -4.40336
H -0.78261 -2.16218 -2.33618
H 0.10681 -2.65313 -3.78914
H 2.42350 -3.20536 -3.32236
H 2.52210 -1.55429 -3.97709
H 3.31727 -1.94887 -2.43552
```

Properties
LUMO energy, eV: 0.63
SMILES: CN(CCCC1CCCC1)C(=O)c1cc(COc2ccc(F)c(F)c2)on1
HOMO energy, eV: -8.91



Record 4
A molecular structure, C64H144F2NO4P4S2 at a distorted geometry, computed with ωB97M-V/def2-TZVPD.

XYZ file:
```
221
C64H144F2NO4P4S2 | the OMol25 dataset | ωB97M-V/def2-TZVPD
C 10.74449 22.12680 21.58889
C 12.15936 21.70563 21.12320
C 13.33638 22.19620 21.99525
C 14.65942 21.52422 21.47312
P 16.09661 22.12244 22.31580
C 16.07366 23.98718 22.33893
C 16.07683 24.50638 20.94366
C 15.98748 26.03220 20.78430
C 17.25656 26.72346 21.27691
C 17.55229 21.60507 21.41308
C 17.48176 20.05484 21.26133
C 18.73549 19.46565 20.60006
C 19.96478 19.66688 21.47465
C 15.99366 21.46585 24.02171
C 17.15631 21.87455 24.89410
C 17.14540 21.08839 26.20700
C 18.36292 21.11806 27.06417
H 10.07180 21.24372 21.54589
H 10.31123 23.00784 21.21050
H 10.75536 22.31533 22.66352
H 12.34562 22.01617 20.10702
H 12.08270 20.56686 21.22922
H 13.11902 22.03620 23.04252
H 13.50710 23.29934 21.92786
H 14.75339 21.73193 20.43636
H 14.56710 20.47440 21.56479
H 16.89930 24.35695 23.00846
H 15.13343 24.29389 22.84598
H 15.14696 24.17937 20.49524
H 16.91994 24.12775 20.41118
H 15.18002 26.46741 21.41005
H 15.80462 26.26331 19.71848
H 18.09744 26.65075 20.63629
H 17.61214 26.24501 22.19717
H 17.06065 27.79965 21.41461
H 18.39091 21.95899 22.02579
H 17.55226 22.25494 20.54198
H 16.63462 19.74490 20.65600
H 17.35311 19.62082 22.28773
H 18.82783 19.93509 19.66345
H 18.53481 18.38154 20.43340
H 19.73795 19.51532 22.52024
H 20.18784 20.77067 21.45594
H 20.82064 18.99668 21.22588
H 16.05200 20.37428 23.83110
H 15.04240 21.71656 24.41958
H 17.11659 22.94279 25.11636
H 18.08080 21.69326 24.39508
H 17.09262 20.05084 25.88863
H 16.24638 21.36818 26.82579
H 18.62524 22.22777 27.22840
H 19.16118 20.59351 26.56526
H 18.26835 20.66953 28.07638
C 24.98142 25.81230 14.65392
C 23.45551 25.43835 14.58822
C 22.91600 24.22632 15.35492
C 21.50935 23.87613 14.93037
P 21.06671 23.23205 13.30610
C 20.93922 24.56939 12.17263
C 20.18994 24.28705 10.87021
C 20.23997 25.33448 9.79907
C 19.61553 24.81996 8.49169
C 22.28173 22.01279 12.67936
C 23.63900 22.59644 12.34303
C 24.77987 21.66728 11.70790
C 25.12956 20.52809 12.72609
C 19.57924 22.24686 13.56963
C 18.63101 22.63808 14.73506
C 17.94159 21.39576 15.28885
C 16.95776 21.75046 16.44257
H 25.74991 25.04558 14.46289
H 25.31861 26.14924 15.63728
H 25.10632 26.68735 13.98722
H 23.30735 25.33660 13.48850
H 22.97025 26.39707 14.90297
H 23.00643 24.31503 16.38774
H 23.57635 23.33525 15.17248
H 20.79294 24.72474 14.98553
H 21.09222 23.15399 15.67326
H 21.97128 24.85933 11.94731
H 20.51019 25.39356 12.71665
H 19.08820 24.06929 11.13019
H 20.55088 23.34740 10.51766
H 21.31334 25.44899 9.53335
H 19.87262 26.35006 10.10910
H 19.98272 23.85848 8.21968
H 19.74530 25.58150 7.70304
H 18.54396 24.76418 8.68894
H 21.89945 21.66186 11.75720
H 22.26651 21.26102 13.41725
H 24.07898 23.03795 13.21766
H 23.46880 23.48829 11.64777
H 25.64977 22.29992 11.44100
H 24.37664 21.26374 10.76445
H 24.18692 20.00337 12.99318
H 25.55762 20.90258 13.70166
H 25.79348 19.72330 12.30927
H 19.90339 21.25063 13.95307
H 19.01345 22.17538 12.69204
H 17.83271 23.31643 14.31603
H 19.15268 23.17088 15.57591
H 18.73832 20.75136 15.69316
H 17.39069 20.83533 14.55985
H 16.25916 22.48294 15.96544
H 17.47786 22.23890 17.25725
H 16.39682 20.86524 16.80682
C 25.84479 23.96757 18.69764
C 25.83761 25.38844 19.18252
C 24.44168 25.95193 19.40974
C 24.45658 27.25690 20.22091
P 22.86580 27.66671 20.95097
C 21.63690 27.44504 19.65373
C 21.88254 28.35557 18.42414
C 21.02848 27.93014 17.19680
C 21.37653 28.89726 15.99655
C 22.62079 26.41035 22.19666
C 21.16763 26.17494 22.74831
C 21.24283 25.18025 23.87482
C 19.93139 24.77070 24.56371
C 23.00488 29.33242 21.65978
C 21.64158 29.85931 22.07794
C 21.60406 31.40298 22.19041
C 21.94688 32.14361 20.90502
H 25.41495 23.80708 17.69315
H 25.18401 23.33421 19.35264
H 26.87426 23.59391 18.68536
H 26.43277 26.02378 18.56287
H 26.46815 25.40069 20.07459
H 23.87931 25.24946 19.99819
H 23.98067 26.13140 18.41714
H 24.71615 28.19329 19.59673
H 25.19600 27.20542 21.01754
H 20.64338 27.59538 20.07787
H 21.71563 26.38495 19.38118
H 22.98684 28.33124 18.29037
H 21.73004 29.38035 18.65051
H 19.99153 28.03300 17.42474
H 21.21722 26.86658 16.99183
H 21.04379 29.86231 16.30171
H 20.88389 28.67027 15.00210
H 22.43999 28.91703 15.85532
H 23.26059 26.71861 23.04950
H 22.93853 25.46250 21.87191
H 20.63235 25.64682 21.93954
H 20.60312 27.00643 23.02983
H 21.97688 25.43150 24.65535
H 21.65125 24.25365 23.51252
H 19.43289 25.64053 25.09772
H 20.08932 24.06653 25.39006
H 19.25649 24.33695 23.85629
H 23.36669 29.84460 20.77973
H 23.77464 29.23749 22.47720
H 21.28152 29.29831 22.99592
H 20.94983 29.63312 21.26166
H 22.28612 31.77983 22.95535
H 20.62782 31.70875 22.60492
H 21.72224 33.23836 20.95352
H 21.23193 31.83998 20.14489
H 22.98087 32.01283 20.61303
C 30.57744 17.85383 20.93364
C 30.62166 16.40143 21.44889
C 29.33564 15.61040 21.17696
C 29.34984 15.16721 19.66604
P 27.85030 14.30965 19.08680
C 28.13800 12.53668 19.33851
C 28.19360 12.05930 20.81637
C 28.23930 10.53816 21.12268
C 28.26189 10.28072 22.58954
C 27.52362 14.72476 17.39714
C 26.04771 14.69443 16.94067
C 25.79037 15.53815 15.72681
C 24.32911 15.66734 15.53043
C 26.43371 14.74986 20.05350
C 25.98036 16.20789 20.00486
C 25.51856 16.70110 21.34245
C 24.86709 18.09415 21.45338
H 31.55841 18.28930 21.14175
H 29.85757 18.48429 21.47165
H 30.41951 17.84398 19.85014
H 30.75278 16.25202 22.60380
H 31.40673 15.83439 21.09275
H 28.44785 16.19822 21.35842
H 29.21151 14.72890 21.84450
H 30.19500 14.50062 19.49103
H 29.47657 16.11063 19.07030
H 29.09334 12.34321 18.77922
H 27.33142 12.07444 18.78996
H 27.36202 12.47761 21.34705
H 29.08082 12.56610 21.28088
H 29.05800 10.15497 20.56774
H 27.33944 10.10745 20.81643
H 28.13847 9.22810 22.85637
H 27.40842 10.85186 22.99322
H 29.21170 10.60061 23.08984
H 28.06652 14.27735 16.55363
H 27.79588 15.80624 17.36427
H 25.36921 14.84661 17.78851
H 25.79705 13.72933 16.61118
H 26.30813 15.01874 14.88227
H 26.29505 16.55737 15.69487
H 23.89069 14.71520 15.58091
H 24.11119 16.00892 14.49173
H 23.79482 16.23350 16.23588
H 26.86794 14.63826 21.01824
H 25.64308 13.95611 20.07002
H 25.08275 16.25583 19.41405
H 26.72678 16.93087 19.66340
H 26.31436 16.68078 22.15407
H 24.83882 15.98571 21.76908
H 25.50793 18.96803 21.14507
H 24.75929 18.27266 22.55131
H 23.91304 18.18063 20.92306
N 20.48950 22.01223 18.82767
S 20.46971 23.52799 19.36743
O 21.71755 24.04233 19.86153
O 19.21903 23.75073 20.01973
F 20.27184 24.49882 18.05351
S 21.86988 21.39758 18.16654
O 22.08000 20.10532 18.82165
O 22.89346 22.38551 17.99310
F 21.41466 21.12020 16.72851
```

Properties
LUMO energy, eV: -4.29
Total charge: +3
HOMO energy, eV: -15.26



M values (in g mol⁻¹) by entry order: 564.42; 507.22; 378.42; 1217.88.
Energy relative to the best compared isomer or geometry (same formula, charge and spin) values (in kcal/mol) by entry order: 15.3; 38.4; 0.4; 56.8.